No. 1
Here is a molecular structure, C20H42AlNOP3 at a distorted geometry from the OMol25 dataset. Energies are from ωB97M-V/def2-TZVPD.

Geometry as XYZ:
```
68
C20H42AlNOP3 (ωB97M-V/def2-TZVPD)
Al -1.4900 0.9102 -1.2865
P -2.5673 -1.4928 -0.3450
P 2.7936 0.1288 3.1344
P 0.4639 -1.4180 -1.3542
H -2.1137 4.1153 -1.7030
C -1.9922 3.2144 -2.3270
C -2.8495 2.1323 -2.2187
H -3.8308 2.3967 -1.7674
C -4.2107 -1.2630 0.4122
C -1.9419 -2.4142 1.1326
C -3.1434 -2.9677 -1.3571
C 4.4533 0.3048 3.7606
C 1.7789 0.2850 4.6364
C 2.5831 -1.6395 2.7694
C 0.6904 -1.8935 -3.1511
C 0.7455 -3.1574 -0.7194
C 2.1896 -0.7960 -1.0235
H -1.2604 3.3247 -3.1456
H -2.9659 1.3573 -3.0337
H -4.7309 -0.4631 -0.1228
H -4.0787 -1.0335 1.4797
H -4.8026 -2.1877 0.3444
H -1.9603 -1.7248 1.9874
H -0.9291 -2.8048 0.9890
H -2.6065 -3.2463 1.4019
H -3.4121 -2.5564 -2.3410
H -4.0551 -3.4355 -0.9253
H -2.3330 -3.7110 -1.4356
H 4.7415 -0.5159 4.4241
H 4.5574 1.2509 4.2846
H 5.1373 0.3679 2.9146
H 2.1408 -0.3819 5.4362
H 0.7093 0.0951 4.4490
H 1.8918 1.3113 4.9977
H 3.5701 -2.1229 2.7102
H 2.0859 -1.6747 1.7958
H 1.9222 -2.1571 3.4776
H 1.0266 -2.9240 -3.2958
H 1.3930 -1.1798 -3.5852
H -0.2801 -1.8128 -3.6535
H 1.6717 -3.5561 -1.1731
H -0.1393 -3.7787 -0.9314
H 0.9607 -3.1561 0.3579
H 2.9090 -1.1596 -1.7786
H 2.4940 -1.2416 -0.0601
H 2.1741 0.3064 -1.0006
C 0.8744 1.9604 -2.2183
C 2.0710 2.6973 -2.4004
C 2.3341 3.2080 -3.6964
C 1.8245 2.5870 -4.8276
C 0.9850 1.4623 -4.6326
C 0.4177 1.2214 -3.3614
O 0.2549 1.8352 -1.0485
H 2.3524 0.7698 1.9432
H 2.6896 2.9600 -1.5385
H 2.9631 4.0959 -3.8184
H 2.0323 2.9552 -5.8471
H 0.7000 0.7899 -5.4613
H -0.5294 0.5710 -3.3172
C -1.9112 1.2362 3.9726
C -1.6412 2.1548 2.7601
C -2.2132 1.8473 1.4280
N -2.2564 1.6323 0.2666
H -2.7143 0.5145 3.8602
H -2.1649 1.8256 4.8537
H -1.0194 0.7063 4.3186
H -1.8826 3.2039 3.0057
H -0.5567 2.1308 2.5989
```

Calculated values
Orbital gap   0.2124 Ha
Charge   +3



No. 2
Here is a molecular structure, C20H42N4O6S2Se2Zr from the OMol25 dataset. Energies are from ωB97M-V/def2-TZVPD.

Geometry as XYZ:
```
77
C20H42N4O6S2Se2Zr (ωB97M-V/def2-TZVPD)
Zr 0.1093 -0.1972 -0.1062
O 0.4252 -2.0443 -1.6173
C 1.5331 -2.9461 -1.3554
C 1.6186 -3.1795 0.1331
N 1.6654 -1.8882 0.8629
C 3.0146 -1.2892 0.8134
C 2.9374 -0.2855 -0.3378
O 3.5458 -0.3750 -1.3708
O 1.9892 0.6112 -0.0901
C 1.0152 -2.0134 2.1807
C -0.4345 -1.4996 1.9394
O -0.8740 -1.9182 0.7232
O -0.4105 -0.1220 1.9069
H -0.3721 -2.5185 -1.3255
H 2.4184 -2.4651 -1.7647
H 1.3635 -3.8842 -1.8832
H 2.5009 -3.7789 0.3739
H 0.7377 -3.7258 0.4616
H 3.8048 -2.0123 0.6159
H 3.2228 -0.7550 1.7391
H 1.5090 -1.3630 2.9019
H 1.0181 -3.0358 2.5607
C 2.1405 2.8919 4.5806
Se 2.1529 1.9452 2.8730
C 1.8276 3.4700 1.7056
C 0.3660 3.7672 1.4274
Se -0.4967 2.6910 0.0272
C 0.6091 3.3131 -1.4524
H 2.9535 3.6115 4.6169
H 2.3022 2.1428 5.3533
H 1.1874 3.3886 4.7472
H 2.3934 3.2968 0.7918
H 2.2793 4.3322 2.1980
H 0.2500 4.7878 1.0579
H -0.2606 3.6693 2.3127
H 0.9169 4.3322 -1.2308
H -0.0093 3.3180 -2.3452
H 1.4743 2.6668 -1.5718
C -2.0104 -0.8435 6.9659
N -1.9917 -1.6093 5.7251
C -1.4534 -1.1861 4.5970
N -0.8289 -0.0262 4.5265
S -1.6321 -2.2351 3.2154
H -2.5313 -1.4249 7.7197
H -2.5403 0.1007 6.8345
H -0.9963 -0.6574 7.3218
H -2.4292 -2.5171 5.7159
H -0.7164 0.5457 5.3483
H -0.5040 0.3104 3.6133
C -3.4812 0.7413 1.0054
S -2.8226 0.1864 -0.5786
C -3.5766 -1.4523 -0.6410
H -3.2970 -0.0197 1.7620
H -4.5462 0.9389 0.9078
H -2.9638 1.6588 1.2757
H -4.6532 -1.3542 -0.5193
H -3.1497 -2.0849 0.1327
H -3.3772 -1.8732 -1.6259
O -0.2646 0.4773 -2.1061
C -0.1821 0.5482 -3.3681
C 1.1041 0.2461 -4.0699
C 1.0200 -1.0232 -4.9372
C 0.3253 -0.8180 -6.2807
C -1.1329 -0.3765 -6.1976
C -1.3358 0.9726 -5.5184
N -1.2470 0.9016 -4.0539
H 1.8766 0.1521 -3.3071
H 1.3679 1.1003 -4.7021
H 0.5296 -1.8192 -4.3691
H 2.0421 -1.3569 -5.1183
H 0.3772 -1.7479 -6.8485
H 0.8884 -0.0781 -6.8585
H -1.7348 -1.1280 -5.6773
H -1.5386 -0.3042 -7.2077
H -2.3219 1.3727 -5.7429
H -0.6068 1.7012 -5.8805
H -2.0899 1.0433 -3.5117
```

Calculated values
Orbital gap   0.3046 Ha
Charge   +2



No. 3
Here is 3 unconnected molecules or ions with the total composition C20H43INO7 from the OMol25 dataset. Energies are from ωB97M-V/def2-TZVPD.

Geometry as XYZ:
```
72
C20H43INO7 (ωB97M-V/def2-TZVPD)
C 2.5828 -0.8811 1.1483
C 1.2984 -0.4756 0.4302
C 1.3715 0.9592 -0.0692
C 0.0725 1.5309 -0.6444
O -0.8468 0.4957 -1.0645
C -2.0893 0.5358 -0.5270
N -2.8511 -0.5746 -1.1982
C -3.7901 -1.0408 -0.4747
C -3.8120 -0.3385 0.8421
C -2.3441 0.1233 0.9182
I -2.0799 1.5754 2.4429
H 3.4412 -0.7668 0.4914
H 2.5215 -1.9190 1.4670
H 2.7383 -0.2798 2.0419
H 0.4673 -0.5706 1.1343
H 1.1309 -1.1632 -0.3968
H 1.6569 1.5943 0.7688
H 2.1435 1.0541 -0.8292
H 0.3108 2.1125 -1.5320
H -0.4076 2.1996 0.0635
H -2.6516 1.4545 -0.7388
H -2.5493 -0.8716 -2.1207
H -4.4161 -1.8564 -0.8080
H -4.1179 -0.9945 1.6512
H -4.5134 0.4951 0.7603
H -1.7572 -0.7431 1.2086
C -3.8869 -1.5717 4.5869
O -3.3818 -2.7731 4.0515
C -1.9649 -2.7910 4.0430
C -1.4414 -4.1794 3.7533
O -1.4523 -5.0326 4.8770
C -2.6977 -5.6326 5.2056
C -3.0435 -6.8226 4.3438
O -3.5602 -6.4029 3.0915
C -3.6444 -7.4746 2.1789
H -3.5421 -0.7244 3.9819
H -4.9736 -1.6235 4.5505
H -3.5722 -1.4226 5.6247
H -1.5780 -2.4544 5.0121
H -1.5977 -2.0988 3.2652
H -0.3890 -4.0807 3.4775
H -1.9773 -4.6236 2.9100
H -3.5068 -4.8994 5.1886
H -2.5801 -5.9871 6.2304
H -3.7959 -7.4326 4.8617
H -2.1441 -7.4323 4.1938
H -2.6545 -7.8959 1.9697
H -4.0682 -7.0882 1.2543
H -4.2945 -8.2710 2.5580
C 5.7241 2.1216 -4.5016
O 4.7388 3.1184 -4.6489
C 3.4320 2.5939 -4.5635
C 2.4177 3.7060 -4.4262
O 2.3060 4.2267 -3.1089
C 3.3390 5.1147 -2.6965
C 3.2157 6.5056 -3.2721
O 3.7031 6.5374 -4.5977
C 3.3724 7.7400 -5.2553
H 5.6274 1.3484 -5.2727
H 6.6939 2.6023 -4.6039
H 5.6634 1.6491 -3.5137
H 3.3507 1.9208 -3.6978
H 3.2091 2.0173 -5.4733
H 1.4344 3.2859 -4.6509
H 2.6214 4.4998 -5.1470
H 4.3243 4.6976 -2.9124
H 3.2305 5.1931 -1.6129
H 3.7977 7.2013 -2.6510
H 2.1627 6.8159 -3.2476
H 2.2857 7.8613 -5.3351
H 3.7987 7.6949 -6.2545
H 3.7889 8.6079 -4.7314
```

Calculated values
Orbital gap   0.2438 Ha
Charge   +1



No. 4
Here is a molecular structure, C20H43O2P3Pm at a distorted geometry from the OMol25 dataset. Energies are from ωB97M-V/def2-TZVPD.

Geometry as XYZ:
```
69
C20H43O2P3Pm (ωB97M-V/def2-TZVPD)
Pm -0.0367 0.0759 0.5102
P 0.6537 -2.4591 -0.3694
P 2.8281 -0.1415 1.5179
P -2.8861 0.3994 0.1184
H 1.8970 2.8817 0.0542
C 0.8257 3.1267 0.2139
C 0.2726 3.2808 1.4473
H 0.8377 3.1271 2.3868
C 1.5106 -2.2857 -2.0055
C 1.5861 -3.8350 0.4303
C -0.7758 -3.4632 -0.9318
C 3.2704 1.3426 2.5153
C 3.3080 -1.5325 2.6290
C 4.1962 -0.1718 0.2763
C -3.6406 1.9513 0.7598
C -4.2346 -0.6456 0.7870
C -3.4129 0.4742 -1.6383
H 0.1846 3.1949 -0.6896
H -0.8066 3.4931 1.5582
H 1.1843 -3.1095 -2.6546
H 2.5969 -2.3089 -1.8979
H 1.2697 -1.3435 -2.5330
H 1.4796 -4.7406 -0.1817
H 1.1599 -4.0602 1.4212
H 2.6595 -3.6329 0.5398
H -0.3512 -4.3168 -1.4764
H -1.4452 -2.9036 -1.5947
H -1.3627 -3.8466 -0.0871
H 4.3519 1.5591 2.4727
H 2.9646 1.2153 3.5644
H 2.7260 2.2099 2.1128
H 4.4035 -1.6708 2.6529
H 2.8383 -2.4611 2.2700
H 2.9531 -1.3554 3.6546
H 5.1884 -0.0860 0.7486
H 4.0470 0.6667 -0.4189
H 4.1396 -1.1024 -0.3061
H -4.4289 2.2597 0.0631
H -2.9162 2.7680 0.8469
H -4.1047 1.7570 1.7378
H -5.1309 -0.4592 0.1820
H -4.4542 -0.3652 1.8270
H -3.9953 -1.7119 0.7317
H -4.4812 0.7535 -1.6679
H -3.3002 -0.5016 -2.1379
H -2.8124 1.2000 -2.2163
C -0.2819 1.2223 -3.6950
C 0.5160 0.5940 -4.6598
C 0.2816 0.8679 -6.0153
C -0.6184 1.8877 -6.3836
C -1.3983 2.5180 -5.3994
C -1.1963 2.2266 -4.0263
O -0.1588 0.8277 -2.3443
H 0.7784 0.4514 -2.2366
H 1.2942 -0.0971 -4.3524
H 0.8349 0.3514 -6.8053
H -0.6973 2.2132 -7.4318
H -2.1292 3.2855 -5.7044
H -1.7315 2.7956 -3.2588
C 0.5600 -0.5761 4.8291
C -0.5426 -0.2333 3.9036
C -1.8472 0.1202 4.4954
O -0.3767 -0.2861 2.6395
H 0.1845 -0.5375 5.8688
H 1.4198 0.1130 4.7272
H 0.9478 -1.5884 4.6268
H -2.1611 1.1405 4.2746
H -2.6346 -0.5428 4.1386
H -1.8002 0.0201 5.5864
```

Calculated values
Multiplicity   5
Orbital gap (alpha / beta)   0.2178 / 0.2250 Ha
Charge   +3



Please write out number 4 again, unchanged.
Here is a molecular structure, C20H43O2P3Pm at a distorted geometry from the OMol25 dataset. Energies are from ωB97M-V/def2-TZVPD.

Geometry as XYZ:
```
69
C20H43O2P3Pm (ωB97M-V/def2-TZVPD)
Pm -0.0367 0.0759 0.5102
P 0.6537 -2.4591 -0.3694
P 2.8281 -0.1415 1.5179
P -2.8861 0.3994 0.1184
H 1.8970 2.8817 0.0542
C 0.8257 3.1267 0.2139
C 0.2726 3.2808 1.4473
H 0.8377 3.1271 2.3868
C 1.5106 -2.2857 -2.0055
C 1.5861 -3.8350 0.4303
C -0.7758 -3.4632 -0.9318
C 3.2704 1.3426 2.5153
C 3.3080 -1.5325 2.6290
C 4.1962 -0.1718 0.2763
C -3.6406 1.9513 0.7598
C -4.2346 -0.6456 0.7870
C -3.4129 0.4742 -1.6383
H 0.1846 3.1949 -0.6896
H -0.8066 3.4931 1.5582
H 1.1843 -3.1095 -2.6546
H 2.5969 -2.3089 -1.8979
H 1.2697 -1.3435 -2.5330
H 1.4796 -4.7406 -0.1817
H 1.1599 -4.0602 1.4212
H 2.6595 -3.6329 0.5398
H -0.3512 -4.3168 -1.4764
H -1.4452 -2.9036 -1.5947
H -1.3627 -3.8466 -0.0871
H 4.3519 1.5591 2.4727
H 2.9646 1.2153 3.5644
H 2.7260 2.2099 2.1128
H 4.4035 -1.6708 2.6529
H 2.8383 -2.4611 2.2700
H 2.9531 -1.3554 3.6546
H 5.1884 -0.0860 0.7486
H 4.0470 0.6667 -0.4189
H 4.1396 -1.1024 -0.3061
H -4.4289 2.2597 0.0631
H -2.9162 2.7680 0.8469
H -4.1047 1.7570 1.7378
H -5.1309 -0.4592 0.1820
H -4.4542 -0.3652 1.8270
H -3.9953 -1.7119 0.7317
H -4.4812 0.7535 -1.6679
H -3.3002 -0.5016 -2.1379
H -2.8124 1.2000 -2.2163
C -0.2819 1.2223 -3.6950
C 0.5160 0.5940 -4.6598
C 0.2816 0.8679 -6.0153
C -0.6184 1.8877 -6.3836
C -1.3983 2.5180 -5.3994
C -1.1963 2.2266 -4.0263
O -0.1588 0.8277 -2.3443
H 0.7784 0.4514 -2.2366
H 1.2942 -0.0971 -4.3524
H 0.8349 0.3514 -6.8053
H -0.6973 2.2132 -7.4318
H -2.1292 3.2855 -5.7044
H -1.7315 2.7956 -3.2588
C 0.5600 -0.5761 4.8291
C -0.5426 -0.2333 3.9036
C -1.8472 0.1202 4.4954
O -0.3767 -0.2861 2.6395
H 0.1845 -0.5375 5.8688
H 1.4198 0.1130 4.7272
H 0.9478 -1.5884 4.6268
H -2.1611 1.1405 4.2746
H -2.6346 -0.5428 4.1386
H -1.8002 0.0201 5.5864
```

Calculated values
Multiplicity   5
Orbital gap (alpha / beta)   0.2178 / 0.2250 Ha
Charge   +3



Copy entry 3 word for word.
Here is 3 unconnected molecules or ions with the total composition C20H43INO7 from the OMol25 dataset. Energies are from ωB97M-V/def2-TZVPD.

Geometry as XYZ:
```
72
C20H43INO7 (ωB97M-V/def2-TZVPD)
C 2.5828 -0.8811 1.1483
C 1.2984 -0.4756 0.4302
C 1.3715 0.9592 -0.0692
C 0.0725 1.5309 -0.6444
O -0.8468 0.4957 -1.0645
C -2.0893 0.5358 -0.5270
N -2.8511 -0.5746 -1.1982
C -3.7901 -1.0408 -0.4747
C -3.8120 -0.3385 0.8421
C -2.3441 0.1233 0.9182
I -2.0799 1.5754 2.4429
H 3.4412 -0.7668 0.4914
H 2.5215 -1.9190 1.4670
H 2.7383 -0.2798 2.0419
H 0.4673 -0.5706 1.1343
H 1.1309 -1.1632 -0.3968
H 1.6569 1.5943 0.7688
H 2.1435 1.0541 -0.8292
H 0.3108 2.1125 -1.5320
H -0.4076 2.1996 0.0635
H -2.6516 1.4545 -0.7388
H -2.5493 -0.8716 -2.1207
H -4.4161 -1.8564 -0.8080
H -4.1179 -0.9945 1.6512
H -4.5134 0.4951 0.7603
H -1.7572 -0.7431 1.2086
C -3.8869 -1.5717 4.5869
O -3.3818 -2.7731 4.0515
C -1.9649 -2.7910 4.0430
C -1.4414 -4.1794 3.7533
O -1.4523 -5.0326 4.8770
C -2.6977 -5.6326 5.2056
C -3.0435 -6.8226 4.3438
O -3.5602 -6.4029 3.0915
C -3.6444 -7.4746 2.1789
H -3.5421 -0.7244 3.9819
H -4.9736 -1.6235 4.5505
H -3.5722 -1.4226 5.6247
H -1.5780 -2.4544 5.0121
H -1.5977 -2.0988 3.2652
H -0.3890 -4.0807 3.4775
H -1.9773 -4.6236 2.9100
H -3.5068 -4.8994 5.1886
H -2.5801 -5.9871 6.2304
H -3.7959 -7.4326 4.8617
H -2.1441 -7.4323 4.1938
H -2.6545 -7.8959 1.9697
H -4.0682 -7.0882 1.2543
H -4.2945 -8.2710 2.5580
C 5.7241 2.1216 -4.5016
O 4.7388 3.1184 -4.6489
C 3.4320 2.5939 -4.5635
C 2.4177 3.7060 -4.4262
O 2.3060 4.2267 -3.1089
C 3.3390 5.1147 -2.6965
C 3.2157 6.5056 -3.2721
O 3.7031 6.5374 -4.5977
C 3.3724 7.7400 -5.2553
H 5.6274 1.3484 -5.2727
H 6.6939 2.6023 -4.6039
H 5.6634 1.6491 -3.5137
H 3.3507 1.9208 -3.6978
H 3.2091 2.0173 -5.4733
H 1.4344 3.2859 -4.6509
H 2.6214 4.4998 -5.1470
H 4.3243 4.6976 -2.9124
H 3.2305 5.1931 -1.6129
H 3.7977 7.2013 -2.6510
H 2.1627 6.8159 -3.2476
H 2.2857 7.8613 -5.3351
H 3.7987 7.6949 -6.2545
H 3.7889 8.6079 -4.7314
```

Calculated values
Orbital gap   0.2438 Ha
Charge   +1



Number 3 is which compound?
C20H43INO7